Record 1
9
Properties=species:S:1:pos:R:3:lowdin_charge:R:1 method="wB97M-V/def2-TZVPD" charge=+1 homo_lumo_gap_ev=7.80 total_energy_ha=-3498.3753 homo_ha=-0.5379 de_lowest_kcal_mol=86.7 max_force_ev_per_a=4.22 molar_mass_g_mol=288.7
N -0.91032 -0.56258 -0.42418 -0.3662
P 0.21691 -1.48107 0.17270 -0.4920
P -0.04034 1.65762 -0.44331 -0.2523
Cl 0.70263 -0.87144 1.99389 0.3513
Cl -0.87354 -3.20272 0.19890 0.3905
Cl 1.90562 -1.91907 -0.94114 0.2954
Cl 1.82295 1.46470 -0.00090 0.3575
Cl -0.16551 2.88801 -2.11748 0.3153
Cl -1.17130 2.53120 0.87038 0.4005

Record 2
87
Properties=species:S:1:pos:R:3:lowdin_charge:R:1 method="wB97M-V/def2-TZVPD" charge=+3 homo_lumo_gap_ev=4.06 total_energy_ha=-1724.9716 homo_ha=-0.5476 max_force_ev_per_a=3.13 molar_mass_g_mol=737.3
N 8.75779 -26.68017 3.51744 0.3399
H 8.29763 -27.36069 4.10501 0.1646
H 8.00334 -26.11754 3.15091 0.1533
H 9.29791 -27.04053 2.74380 0.1318
H 9.41026 -26.10580 4.03174 0.0335
Ba 11.73363 -22.65603 3.38518 1.9034
Ba 12.66162 -26.89992 3.47793 1.9128
O 12.07637 -22.56514 6.23177 -0.4580
C 11.48575 -23.71866 6.86351 -0.2735
C 10.43442 -24.64559 6.02183 -0.3112
O 10.72699 -25.03903 4.68274 -0.6580
H 11.00168 -23.47769 7.80993 0.1155
H 12.29425 -24.38631 7.16128 0.0668
H 9.49473 -24.11469 5.86951 0.0752
H 10.16131 -25.48581 6.66022 0.0927
C 11.58078 -20.57653 9.15515 -0.1469
O 12.06003 -20.25172 7.88803 -0.1335
H 11.43182 -19.67459 9.74878 0.0972
H 10.65076 -21.14484 9.16888 0.0640
H 12.30223 -21.21024 9.67093 0.0696
H 12.01453 -21.08387 7.41153 -0.0015
C 14.89772 -21.00550 7.32205 -0.1286
O 14.69577 -22.39865 7.19564 -0.1443
H 14.95932 -20.47690 8.27331 0.1004
H 15.88216 -20.82127 6.89189 0.0845
H 14.20953 -20.45633 6.67947 0.0690
H 13.79999 -22.51622 6.87108 0.0029
C 11.13253 -28.84249 6.14201 -0.1248
O 11.27669 -29.01171 4.75915 -0.2913
H 10.05571 -28.86947 6.30885 0.0905
H 11.60905 -29.68963 6.63534 0.1194
H 11.50368 -27.89721 6.53798 0.0823
H 11.52038 -29.93651 4.67573 0.1052
C 15.20832 -23.87141 10.28959 -0.1326
O 13.96323 -23.35368 9.84676 -0.1434
H 15.60881 -24.61320 9.59862 0.0696
H 15.94250 -23.08223 10.45166 0.0901
H 15.11699 -24.38345 11.24749 0.0831
H 14.10264 -23.27734 8.90000 0.0240
C 12.75943 -26.64945 10.05931 -0.1955
O 12.73031 -27.99754 9.78928 -0.1042
H 11.74246 -26.25955 10.10244 0.0717
H 13.27327 -26.38123 10.98241 0.0928
H 13.12791 -26.16440 9.15541 0.0617
H 12.40608 -28.33748 10.62650 0.0901
C 6.19303 -24.51933 7.23656 -0.1707
O 5.39265 -23.41683 7.65157 -0.0861
H 7.00576 -24.73280 7.93080 0.0633
H 5.56542 -25.37375 6.98323 0.0883
H 6.79745 -24.32524 6.35051 0.0243
H 5.89843 -22.60338 7.58764 0.0112
C 15.41572 -25.26171 5.98876 -0.0957
O 14.07510 -25.55724 5.59714 -0.2904
H 15.73351 -24.28407 5.62636 0.0865
H 15.52160 -25.12894 7.06545 0.0927
H 16.06680 -26.04279 5.59618 0.0969
H 13.49542 -25.12132 6.22607 0.0255
C 8.07375 -21.45257 6.88103 -0.1447
O 6.90425 -21.21854 7.55805 -0.0789
H 8.29973 -20.83337 6.01291 0.0726
H 8.90773 -21.44006 7.58276 0.0868
H 7.94846 -22.45813 6.47948 0.0482
H 6.96932 -20.52925 8.22307 0.1252
C 8.12303 -22.61587 3.28238 -0.1506
O 9.14292 -21.63532 3.30097 -0.2545
H 8.51173 -23.59835 3.55023 0.0423
H 7.30317 -22.51143 3.99304 0.1003
H 7.59233 -22.69565 2.33365 0.1016
H 8.65647 -20.82074 3.15460 0.1115
C 11.78553 -23.55042 12.36398 -0.1564
O 11.20522 -23.39310 11.09565 -0.1420
H 12.11348 -24.57605 12.53319 0.0650
H 12.70693 -22.97522 12.45494 0.0796
H 11.06037 -23.26868 13.12746 0.0905
H 11.88780 -23.55475 10.44025 0.0169
C 11.04233 -18.78227 4.78545 -0.1076
O 11.67831 -20.02585 4.55937 -0.2680
H 9.99745 -19.00542 5.00110 0.0732
H 11.37130 -18.27903 5.69464 0.1028
H 11.08436 -18.10619 3.93148 0.0979
H 11.98515 -20.33382 5.41529 0.0203
C 8.34494 -27.17313 8.91828 -0.1493
O 6.97637 -27.07150 9.41738 -0.1051
H 9.01385 -27.65658 9.63028 0.0755
H 8.34786 -27.71610 7.97314 0.0559
H 8.84375 -26.21086 8.80277 0.0493
H 7.00333 -26.93586 10.36736 0.0854